The following is a DFT calculation (wB97M-V/def2-TZVPD) of 3 unconnected molecules or ions with the total composition C5H13N3 at a distorted geometry.

Geometry (Å):
N: -1.65 1.09 0.12
N: -0.17 -0.39 0.28
N: 2.07 -0.50 0.27
C: 0.95 1.76 -0.63
C: 2.38 -0.66 1.67
C: 0.46 0.62 -0.19
C: -0.53 -1.54 -0.54
C: -2.68 0.83 -0.85
H: -3.23 -0.12 -0.70
H: -1.95 0.97 1.09
H: 2.16 -1.37 -0.25
H: 3.47 -0.71 1.81
H: 1.95 -1.53 2.17
H: 2.06 0.22 2.24
H: -1.62 -1.62 -0.57
H: -0.15 -2.44 -0.05
H: 0.27 2.57 -0.86
H: -0.14 -1.48 -1.56
H: -2.26 0.81 -1.86
H: 2.01 1.86 -0.76
H: -3.42 1.64 -0.82

## Properties
- lowest unoccupied orbital energy (spin up / spin down) (eV) = 0.53 / 0.85
- energy above the lowest of the compared OMol25 structures with the same formula, charge and spin (kcal/mol) = 169.7

How positive or negative is each atom? The Mulliken charges in e answer that: number 1, N, carries -0.471; number 2, N, carries -0.202; number 3, N, carries -0.505; number 4, C, carries -1.007; number 5, C, carries -0.738; number 6, C, carries 0.868; number 7, C, carries -0.866; number 8, C, carries -0.799; number 9, H, carries 0.292; number 10, H, carries 0.208; number 11, H, carries 0.210; number 12, H, carries 0.300; number 13, H, carries 0.250; number 14, H, carries 0.277; number 15, H, carries 0.276; number 16, H, carries 0.333; number 17, H, carries 0.337; number 18, H, carries 0.307; number 19, H, carries 0.298; number 20, H, carries 0.333; number 21, H, carries 0.300


The following is a DFT calculation (wB97M-V/def2-TZVPD) of C4H6O in the gas phase at a distorted geometry.

Geometry (Å):
O: 0.91 0.00 -1.38
C: 0.03 0.02 0.70
C: -0.65 0.97 -0.17
C: -1.21 -0.35 -0.17
C: 1.30 -0.29 -0.11
H: -1.06 1.97 -0.12
H: -2.22 -0.53 0.18
H: 1.73 -1.29 -0.01
H: 0.01 0.09 1.79
H: -0.84 -0.96 -1.00
H: 2.06 0.42 0.27

## Properties
- lowest unoccupied orbital energy (spin up / spin down) (eV) = -0.43 / -0.80
- energy above the lowest of the compared OMol25 structures with the same formula, charge and spin (kcal/mol) = 104.8

How positive or negative is each atom? The Mulliken charges in e answer that: number 1, O, carries -0.574; number 2, C, carries -0.397; number 3, C, carries -0.068; number 4, C, carries -0.447; number 5, C, carries -0.283; number 6, H, carries 0.358; number 7, H, carries 0.295; number 8, H, carries 0.315; number 9, H, carries 0.358; number 10, H, carries 0.189; number 11, H, carries 0.254


The following is a DFT calculation (wB97M-V/def2-TZVPD) of C2H2O in the gas phase at a distorted geometry.

Geometry (Å):
O: -0.15 -0.91 1.76
C: 0.03 0.25 -0.45
C: -0.10 -0.33 0.71
H: 0.83 0.09 -1.02
H: -0.61 0.91 -1.01

## Properties
- SMILES = C=C=O
- lowest unoccupied orbital energy (eV) = 0.86
- energy above the lowest of the compared OMol25 structures with the same formula, charge and spin (kcal/mol) = 3.6

How positive or negative is each atom? The Mulliken charges in e answer that: number 1, O, carries -0.400; number 2, C, carries -0.965; number 3, C, carries 0.840; number 4, H, carries 0.266; number 5, H, carries 0.259


The following is a DFT calculation (wB97M-V/def2-TZVPD) of a molecular structure, C34H46N7O7PPbS3 at a distorted geometry.

Geometry (Å):
Pb: -0.48 -0.09 -0.20
S: 1.97 -2.63 -1.74
S: 0.52 -1.34 -3.58
S: -0.09 -0.94 3.32
P: 1.35 2.15 -0.61
O: -0.69 -0.03 2.28
O: 0.54 -1.05 -4.96
O: 1.32 -4.39 0.52
O: 3.23 -3.23 -1.56
O: 1.44 -1.83 -0.68
O: -0.09 -0.37 -2.72
O: 2.00 -1.66 -3.06
N: -0.38 -2.79 0.96
N: -0.96 -4.94 0.70
N: -2.62 1.26 0.21
N: -3.47 -3.88 -0.63
N: -2.35 -2.03 -1.01
N: -4.81 2.70 1.14
N: -3.55 4.61 1.20
C: 2.43 1.84 1.85
C: -3.80 0.68 0.42
C: 5.82 1.54 -1.61
C: 3.92 2.98 -1.35
C: -0.72 2.87 -2.40
C: 3.10 1.89 -1.06
C: -0.22 -0.01 4.91
C: 0.50 -5.02 -2.15
C: 1.68 2.95 1.11
C: -0.12 -2.97 -3.25
C: 0.69 -3.55 1.46
C: -4.23 -3.12 -1.47
C: -3.51 -1.98 -1.71
C: 1.56 2.89 -3.31
C: -0.51 -1.10 5.92
C: 5.26 2.81 -1.62
C: -1.72 -1.84 5.36
C: 5.01 0.45 -1.34
C: 0.77 4.75 -1.78
C: -1.45 -2.07 3.87
C: 0.72 3.25 -2.07
C: 0.36 3.20 1.84
C: -0.59 -5.64 -2.76
C: 0.70 -3.68 -2.40
C: 3.66 0.62 -1.06
C: -3.64 3.30 0.93
C: -2.34 -3.18 -0.36
C: 2.52 4.23 1.17
C: -1.23 -3.62 0.44
C: -2.54 2.56 0.45
C: -4.88 1.41 0.88
C: -1.44 -4.92 -3.59
C: 0.32 -4.98 1.30
C: -1.21 -3.57 -3.86
H: -2.30 -1.85 3.23
H: 1.32 -3.12 2.22
H: 1.78 5.12 -1.68
H: -2.61 -1.22 5.48
H: -2.27 -5.42 -4.06
H: -0.25 2.30 1.85
H: 2.59 3.23 -3.24
H: -3.87 -0.37 0.21
H: -4.36 5.09 1.55
H: 0.35 -1.77 6.00
H: -1.44 -5.74 0.34
H: 0.31 5.29 -2.61
H: -2.71 5.13 1.04
H: 1.12 3.36 -4.19
H: -5.19 -3.44 -1.82
H: 6.87 1.41 -1.81
H: 3.53 4.06 0.81
H: -5.85 0.96 1.04
H: 1.18 -5.56 -1.52
H: 0.21 4.99 -0.88
H: -1.06 0.68 4.81
H: 5.88 3.67 -1.83
H: -0.72 -0.69 6.91
H: 3.51 3.98 -1.37
H: -1.90 -2.78 5.88
H: -1.11 -3.09 3.68
H: 3.44 1.73 1.47
H: -1.43 3.31 -1.72
H: -0.76 -6.70 -2.62
H: 0.57 -5.83 1.93
H: 2.51 2.09 2.91
H: -1.59 3.03 0.27
H: 2.07 5.05 0.61
H: 3.04 -0.24 -0.84
H: -1.83 -3.02 -4.54
H: 2.60 4.54 2.21
H: 0.69 0.54 5.10
H: -3.76 -1.15 -2.33
H: -0.96 3.23 -3.40
H: 5.43 -0.54 -1.33
H: -0.86 1.78 -2.41
H: 0.57 3.48 2.87
H: -0.18 4.02 1.39
H: -3.74 -4.77 -0.25
H: 1.92 0.88 1.75
H: 1.55 1.81 -3.47

## Properties
- lowest unoccupied orbital energy (eV) = -5.16
- total charge = +2
- energy above the lowest of the compared OMol25 structures with the same formula, charge and spin (kcal/mol) = 80.0

How positive or negative is each atom? The Mulliken charges in e answer that: number 1, Pb, carries 3.516; number 2, S, carries 0.984; number 3, S, carries 1.124; number 4, S, carries 0.187; number 5, P, carries 0.617; number 6, O, carries -0.849; number 7, O, carries -0.679; number 8, O, carries -0.419; number 9, O, carries -0.669; number 10, O, carries -0.658; number 11, O, carries -0.724; number 12, O, carries -0.528; number 13, N, carries 0.906; number 14, N, carries 0.009; number 15, N, carries 0.417; number 16, N, carries 0.088; number 17, N, carries 1.297; number 18, N, carries -0.640; number 19, N, carries -0.341; number 20, C, carries -2.022; number 21, C, carries -0.498; number 22, C, carries -0.890; number 23, C, carries -0.708; number 24, C, carries -1.570; number 25, C, carries 0.569; number 26, C, carries -0.730; number 27, C, carries -0.590; number 28, C, carries 2.378; number 29, C, carries 0.069; number 30, C, carries -1.060; number 31, C, carries -0.861; number 32, C, carries -1.021; number 33, C, carries -1.689; number 34, C, carries -0.707; number 35, C, carries -1.060; number 36, C, carries -0.695; number 37, C, carries -0.826; number 38, C, carries -1.616; number 39, C, carries -0.306; number 40, C, carries 2.092; number 41, C, carries -2.010; number 42, C, carries -0.888; number 43, C, carries 0.365; number 44, C, carries -0.408; number 45, C, carries 0.030; number 46, C, carries -0.936; number 47, C, carries -1.805; number 48, C, carries -0.012; number 49, C, carries 0.041; number 50, C, carries -0.766; number 51, C, carries -0.708; number 52, C, carries -0.279; number 53, C, carries -0.735; number 54, H, carries 0.157; number 55, H, carries 0.649; number 56, H, carries 0.272; number 57, H, carries 0.287; number 58, H, carries 0.519; number 59, H, carries 0.216; number 60, H, carries 0.363; number 61, H, carries 0.513; number 62, H, carries 0.265; number 63, H, carries 0.300; number 64, H, carries 0.245; number 65, H, carries 0.484; number 66, H, carries 0.174; number 67, H, carries 0.572; number 68, H, carries 0.517; number 69, H, carries 0.430; number 70, H, carries 0.391; number 71, H, carries 0.427; number 72, H, carries 0.778; number 73, H, carries 0.247; number 74, H, carries 0.314; number 75, H, carries 0.508; number 76, H, carries 0.397; number 77, H, carries 0.506; number 78, H, carries 0.382; number 79, H, carries 0.315; number 80, H, carries 0.398; number 81, H, carries 0.429; number 82, H, carries 0.527; number 83, H, carries 0.497; number 84, H, carries 0.544; number 85, H, carries -0.156; number 86, H, carries 0.311; number 87, H, carries 0.464; number 88, H, carries 0.594; number 89, H, carries 0.529; number 90, H, carries 0.484; number 91, H, carries 0.505; number 92, H, carries 0.615; number 93, H, carries 0.564; number 94, H, carries 0.014; number 95, H, carries 0.691; number 96, H, carries 0.283; number 97, H, carries 0.206; number 98, H, carries 0.294; number 99, H, carries 0.196


no.,E (eV)
1,-9859.0094
2,-6287.3747
3,-4152.3844
4,-107795.7568